Entry 1:
The following is a quantum chemistry calculation of a gas-phase ion, C5H12N2O (charge -1) at a distorted geometry, from the Open Molecules 2025 dataset.

The geometry in XYZ format:
```
20
Properties=species:S:1:pos:R:3
C -1.260 1.607 -1.040
N -1.318 0.353 -0.567
C -0.466 0.302 2.288
C 0.510 0.161 1.126
C -0.123 -0.363 -0.196
C 0.959 -0.422 -1.279
N 1.537 -1.733 -1.513
O -2.123 2.200 -1.674
H -0.329 2.152 -0.800
H -2.182 -0.168 -0.679
H -1.444 0.619 1.931
H -0.170 1.101 2.964
H -0.594 -0.637 2.823
H 1.013 1.102 0.904
H 1.277 -0.573 1.403
H -0.401 -1.389 0.077
H 0.579 -0.018 -2.225
H 1.796 0.230 -1.038
H 0.892 -2.421 -1.886
H 1.847 -2.105 -0.621
```

Values from the calculation:
* charge: -1
* relative energy (zero: lowest compared OMol25 entry of this formula, charge and spin): 35.0 kJ/mol
* ⟨S²⟩: 0.7505
* E_LUMO (alpha / beta): 0.14008 / 0.13716 Ha
* multiplicity: 2

***

Entry 2:
The following is a quantum chemistry calculation of C6H8S2 in the gas phase at a distorted geometry, from the Open Molecules 2025 dataset.

The geometry in XYZ format:
```
16
Properties=species:S:1:pos:R:3
S -1.961 0.415 -0.069
S 0.540 2.566 0.341
C -2.403 -0.974 -1.118
C -1.313 -1.675 -1.623
C -0.011 -1.048 -1.163
C -0.310 0.062 -0.359
C 1.212 0.378 1.709
C 0.941 0.816 0.202
H 1.402 2.983 1.299
H -3.446 -1.212 -1.273
H -1.441 -2.645 -2.246
H 1.060 -1.258 -1.501
H 1.422 -0.710 1.822
H 2.096 0.837 2.146
H 0.348 0.737 2.221
H 1.863 0.729 -0.388
```

Values from the calculation:
* charge: 0
* relative energy (zero: lowest compared OMol25 entry of this formula, charge and spin): 100.6 kJ/mol
* SMILES string: C[C@H](S)c1cccs1
* E_LUMO: 0.02878 Ha

***

Entry 3:
The following is a quantum chemistry calculation of a molecular structure, C4H6LaO3 at a distorted geometry, from the Open Molecules 2025 dataset.

The geometry in XYZ format:
```
14
Properties=species:S:1:pos:R:3
H -4.510 -0.772 -2.873
O -3.745 -1.273 -3.153
C 0.400 -1.701 -0.553
O 0.290 -0.230 -0.787
O 1.504 -2.128 -0.387
La -1.708 -1.473 -2.205
C 1.065 0.736 -0.079
C 0.451 1.069 1.247
C 1.051 0.860 2.418
H 1.098 1.622 -0.728
H 2.078 0.328 0.047
H -0.572 1.459 1.216
H 0.552 1.092 3.361
H 2.046 0.411 2.475
```

Values from the calculation:
* charge: +1
* relative energy (zero: lowest compared OMol25 entry of this formula, charge and spin): 0.0 kJ/mol
* E_LUMO: -0.21753 Ha

***

Entry 4:
The following is a quantum chemistry calculation of 3 unconnected molecules or ions with the total composition C28H27Cl3F5N3O9 at a distorted geometry, from the Open Molecules 2025 dataset.

The geometry in XYZ format:
```
75
Properties=species:S:1:pos:R:3
C -0.477 2.287 3.404
C -0.304 3.423 2.446
O 0.090 4.511 2.761
O -0.610 3.127 1.140
C 0.538 3.036 0.283
C 0.806 1.598 -0.146
C -0.363 1.000 -0.935
C -0.490 -0.535 -0.941
C -0.459 -1.238 0.430
C 0.907 -1.893 0.827
Cl 1.137 -1.831 2.598
C 2.170 -1.315 0.123
C 3.221 -0.628 0.980
Cl 2.985 -2.702 -0.716
O -0.936 -0.358 1.464
C -2.277 -0.210 1.343
O -2.876 0.708 1.799
C -2.860 -1.413 0.581
C -4.043 -1.964 1.379
F -4.364 -3.203 0.940
F -3.765 -2.032 2.695
C -5.344 -1.067 1.214
F -5.630 -0.430 2.345
F -5.189 -0.160 0.245
F -6.391 -1.830 0.895
C -1.606 -2.309 0.414
Cl -1.470 -3.515 1.751
N -1.657 -3.020 -0.855
C -1.224 -4.152 -0.999
O -0.784 -5.200 -1.177
H -0.417 2.650 4.427
H -1.428 1.777 3.250
H 0.306 1.546 3.213
H 1.400 3.461 0.803
H 0.347 3.645 -0.605
H 1.691 1.654 -0.789
H 1.059 1.017 0.741
H -1.310 1.448 -0.626
H -0.226 1.279 -1.983
H -1.398 -0.787 -1.481
H 0.306 -0.957 -1.555
H 0.853 -2.947 0.566
H 1.903 -0.645 -0.682
H 3.740 -1.318 1.639
H 2.801 0.208 1.540
H 3.972 -0.221 0.301
H -3.178 -1.173 -0.431
C -4.678 -3.720 -6.168
C -3.485 -4.212 -5.653
C -2.584 -3.353 -5.046
C -2.903 -2.010 -4.966
C -4.083 -1.496 -5.474
C -4.975 -2.366 -6.081
N -1.959 -1.096 -4.304
O -0.925 -1.567 -3.873
O -2.273 0.074 -4.203
H -5.380 -4.396 -6.638
H -3.256 -5.266 -5.723
H -1.651 -3.718 -4.642
H -4.299 -0.442 -5.395
H -5.903 -1.986 -6.483
C 5.869 5.186 2.897
C 5.199 4.545 3.931
C 5.041 3.169 3.910
C 5.565 2.460 2.844
C 6.233 3.076 1.802
C 6.383 4.453 1.834
N 5.404 0.996 2.818
O 4.789 0.479 3.730
O 5.875 0.390 1.876
H 5.992 6.260 2.920
H 4.797 5.117 4.755
H 4.520 2.656 4.704
H 6.626 2.492 0.983
H 6.902 4.955 1.029
```

Values from the calculation:
* charge: 0
* SMILES string: CC(=O)OCCCC[C@@]1([C@H](Cl)[C@@H](C)Cl)OC(=O)[C@H](C(F)(F)C(F)(F)F)[C@@]1(Cl)N=C=O.O=[N+]([O-])c1ccccc1.O=[N+]([O-])c1ccccc1
* E_LUMO: -0.03131 Ha

***

Entry 5:
The following is a quantum chemistry calculation of 3 unconnected molecules or ions with the total composition C2H7NO4 at a distorted geometry, from the Open Molecules 2025 dataset.

The geometry in XYZ format:
```
14
Properties=species:S:1:pos:R:3
O -1.718 0.103 1.332
C -1.661 0.097 0.089
N -0.783 -0.649 -0.666
C -0.270 -1.873 -0.230
O -0.643 -2.512 0.733
H -2.241 0.750 -0.468
H -0.280 -0.094 -1.425
H 0.605 -2.210 -0.921
H 0.046 0.634 1.506
H 1.446 0.615 2.129
O 0.983 0.902 1.346
H 1.820 1.920 -1.609
H 1.345 1.167 -0.405
O 1.351 1.150 -1.412
```

Values from the calculation:
* charge: 0
* relative energy (zero: lowest compared OMol25 entry of this formula, charge and spin): 79.6 kJ/mol
* SMILES string: O=CNC=O.O.O
* E_LUMO: 0.01307 Ha

***

Entry 6:
The following is a quantum chemistry calculation of 4 unconnected molecules or ions with the total composition H7S4, from the Open Molecules 2025 dataset.

The geometry in XYZ format:
```
11
Properties=species:S:1:pos:R:3
S -1.130 -2.095 4.791
H -1.978 -1.500 3.968
S 3.102 -0.476 0.559
H 3.349 0.339 -0.487
H 1.928 0.125 1.070
S 0.218 1.353 1.278
H -0.611 0.401 0.840
H -0.261 -1.076 4.561
S -2.160 0.998 -5.661
H -1.202 0.065 -5.743
H -1.254 1.865 -5.177
```

Values from the calculation:
* charge: -1
* relative energy (zero: lowest compared OMol25 entry of this formula, charge and spin): 24.0 kJ/mol
* E_LUMO: 0.10434 Ha

***

Entry 7:
The following is a quantum chemistry calculation of a molecular structure, C46H42FN5O3PSSiV at a distorted geometry, from the Open Molecules 2025 dataset.

The geometry in XYZ format:
```
101
Properties=species:S:1:pos:R:3
V -0.132 0.523 -0.741
C 4.542 -0.403 -1.306
Si 3.078 0.705 -1.763
C 3.230 2.121 -0.532
C 3.278 1.404 -3.499
N 1.565 -0.186 -1.612
C 1.406 -1.296 -2.432
C 2.302 -1.758 -3.413
C 2.070 -2.916 -4.142
C 0.931 -3.682 -3.944
C 0.004 -3.251 -3.004
C 0.271 -2.100 -2.314
F -0.661 -1.693 -1.374
H 5.472 0.130 -1.515
H 4.584 -1.364 -1.814
H 4.528 -0.597 -0.229
H 3.594 2.998 -1.070
H 3.977 1.874 0.228
H 2.313 2.423 -0.037
H 4.331 1.503 -3.772
H 2.828 2.396 -3.521
H 2.788 0.803 -4.266
H 3.205 -1.206 -3.617
H 2.801 -3.219 -4.879
H 0.757 -4.585 -4.510
H -0.910 -3.791 -2.800
N 1.687 1.037 2.039
C 1.727 0.093 3.079
C 2.351 0.409 4.288
C 2.448 -0.529 5.296
C 1.952 -1.816 5.116
C 1.311 -2.125 3.931
C 1.142 -1.172 2.925
P 0.192 -1.568 1.424
C -1.398 -2.236 2.040
C -1.842 -2.077 3.349
C -3.057 -2.616 3.752
C -3.844 -3.319 2.856
C -3.421 -3.467 1.542
C -2.214 -2.924 1.135
C 1.063 -3.066 0.848
C 0.535 -4.352 0.884
C 1.273 -5.424 0.400
C 2.546 -5.226 -0.110
C 3.091 -3.949 -0.124
C 2.352 -2.878 0.350
H 1.955 0.650 1.137
H 2.252 1.858 2.220
H 2.788 1.392 4.414
H 2.945 -0.266 6.220
H 2.064 -2.562 5.889
H 0.912 -3.121 3.778
H -1.242 -1.529 4.063
H -3.386 -2.480 4.773
H -4.787 -3.743 3.175
H -4.031 -4.007 0.830
H -1.893 -3.055 0.112
H -0.454 -4.528 1.287
H 0.847 -6.419 0.427
H 3.114 -6.062 -0.495
H 4.083 -3.782 -0.520
H 2.773 -1.880 0.313
C -3.375 1.238 3.940
C -2.057 1.431 3.554
C -1.675 1.185 2.245
C -2.619 0.749 1.326
C -3.938 0.537 1.706
C -4.309 0.786 3.015
N -2.176 0.573 -0.021
N -3.078 0.575 -0.883
C -2.615 0.578 -2.211
C -3.585 0.547 -3.211
C -3.171 0.609 -4.529
C -1.812 0.716 -4.814
C -0.862 0.749 -3.797
C -1.240 0.677 -2.463
H -3.675 1.428 4.961
H -1.321 1.772 4.271
H -0.646 1.334 1.940
H -4.654 0.185 0.977
H -5.333 0.619 3.321
H -4.631 0.485 -2.940
H -3.895 0.588 -5.333
H -1.490 0.780 -5.845
H 0.188 0.839 -4.055
O -0.748 5.580 -2.839
S 0.741 4.868 -3.202
O 1.756 5.681 -2.552
N 0.627 3.464 -2.344
C 0.007 3.429 -1.210
O 0.069 2.360 -0.480
C -0.803 4.535 -0.685
C -1.279 4.541 0.626
C -2.085 5.569 1.073
C -2.431 6.601 0.203
C -1.969 6.613 -1.100
C -1.153 5.578 -1.539
H -1.008 3.724 1.281
H -2.450 5.570 2.090
H -3.067 7.405 0.548
H -2.223 7.405 -1.789
```

Values from the calculation:
* charge: 0
* relative energy (zero: lowest compared OMol25 entry of this formula, charge and spin): 60.0 kJ/mol
* ⟨S²⟩: 2.0175
* E_LUMO (alpha / beta): -0.03156 / -0.03283 Ha
* multiplicity: 3

***

no.,E_tot (eV)
1,-10406.14158
2,-28021.00020
3,-11238.40744
4,-103521.96356
5,-11867.51526
6,-43455.42210
7,-118385.84316